C4H9N3 | ωB97M-V/def2-TZVPD

Output
HOMO: -20.176 eV
Total charge: +2
Total energy: -8743.3736 eV
LUMO: -8.692 eV
ΔE to the lowest compared entry with this formula, charge and spin: 54.82 kcal/mol

Last column: Mulliken charge in e.
Positions of all 16 atoms, in Å:
C (2.56, 1.16, -0.29)  -0.914
C (0.27, -1.58, 0.17)  -0.059
C (1.63, 0.47, 0.60)  0.148
C (-2.46, 0.30, -0.13)  0.382
N (-2.13, 1.13, 0.61)  -0.045
N (-2.70, -0.86, -0.57)  -0.443
N (0.97, -0.59, 0.37)  0.048
H (2.25, 0.73, -1.25)  0.295
H (2.14, 2.20, -0.45)  0.332
H (-0.75, -1.55, -0.05)  0.142
H (0.80, -2.64, 0.21)  0.293
H (1.65, 0.82, 1.62)  0.391
H (-2.24, 2.12, 0.79)  0.369
H (3.65, 0.98, -0.02)  0.339
H (-2.33, -1.15, -1.56)  0.391
H (-3.31, -1.55, -0.04)  0.332